1.
C134H119N9O24 | the ωB97M-V functional and the def2-TZVPD basis

Each line ends with the Löwdin charge.
Positions of all 286 atoms, in Å:
C1 1.349726 -4.164910 1.570466  -0.05
C2 0.417376 -5.063090 2.481316  -0.24
N1 0.783966 -5.381260 3.891406  -0.17
C3 2.037966 -6.195960 3.948506  -0.25
C4 2.940636 -6.133310 5.157206  -0.09
C5 -0.373494 -5.891810 4.748346  -0.20
C6 -0.999024 -7.271110 4.365036  -0.07
H1 1.676496 -4.674710 0.664146  0.06
H2 2.199986 -3.792330 2.141726  0.05
H3 0.836016 -3.219750 1.394766  0.04
H4 -0.438434 -4.389690 2.528436  0.09
H5 0.006326 -5.937460 1.976706  0.09
H6 1.711566 -7.233780 4.015526  0.09
H7 2.575506 -6.176960 3.000466  0.11
H8 2.311416 -5.725970 5.948566  0.07
H9 3.424336 -7.059060 5.468816  0.08
H10 3.718076 -5.369330 5.152666  0.05
H11 -1.028704 -5.068310 5.032336  0.11
H12 0.178896 -6.039820 5.676276  0.08
H13 -0.326754 -8.128660 4.392516  0.07
H14 -1.258924 -7.032660 3.333676  0.05
H15 -1.986514 -7.496610 4.767636  0.05
O1 -1.655364 7.854000 -5.030384  0.05
C7 -0.515104 7.540310 -4.837314  -0.65
N2 -0.148074 6.392060 -4.300044  0.17
C8 0.607536 8.565370 -4.975694  -0.01
H16 -0.992624 5.842620 -4.229724  0.11
H17 0.773286 5.982650 -4.240274  0.05
H18 0.278876 9.433750 -5.546654  0.08
H19 1.500496 8.157810 -5.449624  0.06
H20 0.973286 8.817850 -3.980414  0.08
O2 -1.864244 -4.282910 -7.975554  -0.03
C9 -0.880064 -3.506200 -8.150194  -0.59
N3 -1.211144 -2.284600 -8.530824  0.16
C10 0.515926 -3.924330 -7.999994  0.00
H21 -0.713724 -1.406420 -8.569264  0.05
H22 -2.099334 -2.225170 -9.008004  0.12
H23 0.869646 -4.743460 -8.626104  0.10
H24 0.618436 -4.188860 -6.947564  0.06
H25 1.227746 -3.103340 -7.914094  0.07
O3 2.718076 5.927710 -4.687854  -0.04
C11 2.924006 5.086290 -3.760724  -0.57
N4 2.343476 5.155600 -2.599264  0.20
C12 3.956896 3.991060 -4.033984  0.00
H26 1.797586 5.989920 -2.437984  0.12
H27 2.485946 4.392480 -1.953154  0.09
H28 3.675466 3.571050 -4.999644  0.07
H29 3.878986 3.236990 -3.250784  0.06
H30 4.882376 4.496830 -4.309274  0.10
O4 2.382426 2.629470 5.680596  0.03
C13 2.681816 3.121880 6.738576  -0.62
N5 3.914976 3.562110 7.041466  0.20
C14 1.490336 3.285530 7.629396  -0.01
H31 4.557156 3.280140 6.314696  0.08
H32 4.210416 3.772490 7.984096  0.11
H33 1.719816 2.886650 8.617486  0.08
H34 0.568516 2.781600 7.338856  0.08
H35 1.302226 4.348480 7.780606  0.08
O5 2.039926 -5.454250 -4.981364  0.05
C15 2.157206 -4.589070 -4.183034  -0.61
N6 2.634956 -3.423790 -4.685604  0.16
C16 1.888876 -4.616300 -2.671824  0.01
H36 2.780316 -3.488910 -5.682964  0.10
H37 2.785756 -2.556150 -4.191064  0.09
H38 0.852686 -4.865900 -2.443564  0.05
H39 1.978606 -3.612210 -2.257284  0.07
H40 2.511076 -5.330750 -2.132804  0.09
O6 0.517776 0.044270 -8.793174  -0.05
C17 0.615086 1.325450 -8.853854  -0.55
N7 -0.454474 2.099460 -8.679534  0.19
C18 1.866056 2.078470 -9.111704  -0.02
H41 -1.262634 1.608080 -8.325264  0.07
H42 -0.322494 3.057390 -8.971164  0.12
H43 2.365856 2.249610 -8.158274  0.08
H44 1.828606 3.096660 -9.498984  0.08
H45 2.472926 1.447400 -9.760984  0.09
O7 -0.499244 -0.272790 10.490046  0.03
C19 -0.572104 -1.225300 9.747726  -0.61
N8 -1.235224 -2.315960 10.172556  0.15
C20 -0.249024 -1.017200 8.304946  -0.01
H46 -1.388084 -3.131080 9.596106  0.10
H47 -1.606774 -2.475470 11.098086  0.11
H48 -0.906614 -1.611770 7.670786  0.07
H49 0.759576 -1.286870 7.991716  0.08
H50 -0.493304 -0.038150 7.892776  0.08
O8 -3.159254 0.918840 -7.913334  -0.02
C21 -4.006584 0.146200 -7.460674  -0.60
N9 -3.648764 -0.881680 -6.820534  0.20
C22 -5.555814 0.543490 -7.537654  0.03
H51 -4.147134 -1.679070 -6.451894  0.10
H52 -2.664284 -1.103830 -6.859914  0.09
H53 -5.620334 1.630240 -7.591524  0.08
H54 -5.891804 0.170790 -6.570024  0.04
H55 -6.039854 -0.042710 -8.318794  0.07
C23 5.766546 8.955130 1.441826  -0.08
C24 5.691796 8.656980 2.751356  -0.06
C25 5.489766 7.284650 3.047366  -0.01
C26 5.486146 6.246620 2.178626  -0.11
C27 5.644596 6.555970 0.822686  -0.06
C28 5.820066 7.919710 0.479296  0.02
C29 5.614516 5.531840 -0.310984  -0.25
O9 6.002336 5.763690 -1.463634  0.09
C30 5.298716 4.139960 0.143306  -0.08
C31 5.376096 3.064360 -0.776544  0.00
C32 5.191546 1.739430 -0.365344  -0.04
C33 4.931686 1.404990 0.974906  -0.04
C34 4.983976 2.453390 1.875206  -0.01
C35 5.185536 3.801070 1.488256  -0.05
C36 5.182946 4.853860 2.595216  -0.28
O10 5.097666 4.534860 3.742186  0.12
H56 6.122236 9.936530 1.164796  0.11
H57 5.601436 9.444910 3.484436  0.11
H58 5.347156 7.180730 4.112856  0.12
H59 5.894586 8.245900 -0.547564  0.11
H60 5.704266 3.216480 -1.794164  0.10
H61 5.228926 0.909600 -1.055554  0.08
H62 4.839296 0.372620 1.278366  0.09
H63 4.578646 2.263440 2.858076  0.11
C37 -12.203254 -5.022120 3.899516  -0.05
C38 -12.174304 -6.299930 4.471816  -0.04
C39 -10.965914 -7.047110 4.591546  0.00
C40 -9.793214 -6.428300 4.297976  -0.11
C41 -9.794614 -5.250870 3.540866  -0.07
C42 -10.975534 -4.528420 3.484756  -0.02
C43 -8.493994 -4.642240 3.056746  -0.24
O11 -8.431224 -3.717380 2.266556  0.09
C44 -7.186024 -5.295180 3.522426  -0.09
C45 -6.006724 -4.765120 3.089166  -0.01
C46 -4.746384 -5.390150 3.247386  -0.04
C47 -4.763234 -6.512710 4.000426  -0.08
C48 -5.922244 -7.090410 4.461096  -0.02
C49 -7.123074 -6.440450 4.342816  -0.06
C50 -8.517354 -7.073900 4.777186  -0.20
O12 -8.463674 -8.154310 5.382326  0.08
H64 -13.049244 -4.350850 3.909786  0.11
H65 -13.059944 -6.847900 4.757756  0.10
H66 -11.097364 -7.943030 5.180146  0.12
H67 -10.974544 -3.509470 3.126806  0.12
H68 -6.009994 -3.911830 2.427126  0.10
H69 -3.778304 -5.112370 2.857426  0.10
H70 -3.826574 -6.993810 4.240466  0.08
H71 -5.809324 -7.948510 5.107096  0.12
C51 0.686786 0.678480 2.223936  -0.05
C52 -0.139844 -0.441210 2.290406  -0.03
C53 -0.586994 -1.037800 1.082106  0.00
C54 -0.225414 -0.523380 -0.181204  -0.08
C55 0.512796 0.670780 -0.185654  -0.07
C56 0.961306 1.201940 0.988946  -0.03
C57 0.750666 1.327890 -1.530884  -0.29
O13 1.267846 2.408590 -1.566274  0.09
C58 0.605866 0.442450 -2.739474  -0.04
C59 1.099626 1.030900 -3.967064  0.05
C60 0.977866 0.187820 -5.089714  -0.05
C61 0.142416 -0.876660 -5.005494  -0.07
C62 -0.349294 -1.495060 -3.822194  0.03
C63 -0.081674 -0.827040 -2.596244  -0.07
C64 -0.596744 -1.335020 -1.334714  -0.28
O14 -1.135924 -2.459680 -1.302684  0.09
H72 1.180416 1.180740 3.042756  0.11
H73 -0.395814 -0.808460 3.273266  0.11
H74 -1.326754 -1.822990 1.133366  0.11
H75 1.606616 2.067890 0.999316  0.12
H76 1.755626 1.886070 -4.035864  0.10
H77 1.360556 0.475730 -6.057734  0.10
H78 -0.150864 -1.511690 -5.828374  0.09
H79 -1.013554 -2.344540 -3.762734  0.11
C65 -7.140344 -2.449930 -2.492534  -0.09
C66 -7.189614 -2.934650 -1.233184  -0.06
C67 -6.176334 -3.776960 -0.729294  0.02
C68 -5.012634 -3.948290 -1.444524  -0.08
C69 -4.960584 -3.453750 -2.800444  -0.03
C70 -6.116214 -2.842880 -3.339234  0.00
C71 -3.823854 -3.867010 -3.753174  -0.25
O15 -3.591064 -3.223620 -4.758154  0.09
C72 -2.840174 -4.828800 -3.149464  -0.09
C73 -1.980444 -5.531070 -3.980174  0.00
C74 -1.082124 -6.503910 -3.527984  -0.03
C75 -0.971444 -6.633440 -2.112064  -0.08
C76 -1.755704 -5.884690 -1.275504  -0.01
C77 -2.815474 -5.071410 -1.772314  -0.08
C78 -3.890094 -4.687190 -0.824704  -0.29
O16 -3.996624 -5.216410 0.251066  0.11
H80 -8.092634 -2.041440 -2.796964  0.11
H81 -8.119284 -2.733910 -0.721514  0.11
H82 -6.241154 -4.014480 0.322266  0.09
H83 -6.234384 -2.335350 -4.285194  0.11
H84 -1.919344 -5.420530 -5.052764  0.12
H85 -0.302334 -7.025980 -4.062554  0.11
H86 -0.206544 -7.299190 -1.740424  0.11
H87 -1.571284 -5.797040 -0.214984  0.11
C79 7.045386 3.866310 7.450606  -0.09
C80 6.773886 3.222570 8.537366  -0.14
C81 6.441546 1.896660 8.619566  0.01
C82 6.304716 1.200260 7.421256  -0.09
C83 6.746066 1.836210 6.220866  -0.08
C84 7.148946 3.154790 6.234916  0.01
C85 6.594776 1.085860 4.919256  -0.24
O17 7.067726 1.569480 3.906966  0.09
C86 5.785136 -0.221920 4.882086  -0.07
C87 5.554936 -0.769150 3.624036  0.01
C88 4.783516 -1.954710 3.652046  -0.06
C89 4.095206 -2.335760 4.758316  -0.06
C90 4.431076 -1.772740 5.987286  0.00
C91 5.280056 -0.722350 6.093626  -0.09
C92 5.692756 -0.133480 7.414666  -0.23
O18 5.325466 -0.575340 8.525716  0.08
H88 7.232436 4.929190 7.491796  0.12
H89 6.832176 3.690160 9.509146  0.12
H90 6.043546 1.448720 9.518096  0.13
H91 7.290156 3.619590 5.270336  0.12
H92 6.092906 -0.393140 2.766366  0.10
H93 4.584756 -2.327540 2.658126  0.10
H94 3.259986 -3.000090 4.592596  0.10
H95 4.026956 -2.148320 6.915736  0.12
C93 -4.296614 0.415000 3.539026  -0.06
C94 -4.278074 0.582450 2.182656  -0.09
C95 -3.604464 1.569450 1.557416  0.00
C96 -2.785884 2.430140 2.323066  -0.07
C97 -2.720984 2.251880 3.691846  -0.10
C98 -3.512844 1.261980 4.296716  0.01
C99 -1.914064 3.101620 4.550716  -0.26
O19 -1.923164 2.913780 5.769326  0.09
C100 -0.945274 4.012450 3.868516  -0.10
C101 -0.106944 4.721000 4.671576  0.00
C102 0.807746 5.639530 4.154696  -0.05
C103 0.819206 5.805860 2.812736  -0.07
C104 -0.009834 5.078890 1.920276  0.03
C105 -0.929564 4.142910 2.488056  -0.07
C106 -1.944104 3.459670 1.600686  -0.18
O20 -1.967384 3.628890 0.324386  0.04
H96 -4.965634 -0.298340 3.997246  0.11
H97 -5.061304 0.048560 1.665066  0.11
H98 -3.663424 1.712920 0.488616  0.12
H99 -3.474154 0.977560 5.337866  0.12
H100 -0.198044 4.714180 5.747706  0.11
H101 1.461566 6.204820 4.802286  0.11
H102 1.463516 6.541450 2.354286  0.10
H103 -0.024804 5.499360 0.925606  0.11
C107 7.216126 -1.544700 -0.840854  -0.05
C108 8.525326 -0.971750 -0.726414  -0.03
C109 9.030136 -0.059500 -1.657394  0.01
C110 8.154176 0.355940 -2.653854  -0.07
C111 6.843046 -0.129190 -2.793714  -0.09
C112 6.392446 -1.147460 -1.877614  -0.03
C113 5.943316 0.123340 -3.947374  -0.24
O21 4.757676 -0.304590 -4.017294  0.04
C114 6.545016 0.944690 -5.059604  -0.10
C115 5.760246 1.084480 -6.201474  -0.02
C116 6.262156 1.782900 -7.307974  -0.04
C117 7.506706 2.468770 -7.195324  -0.04
C118 8.207636 2.510450 -5.983644  0.01
C119 7.752166 1.618510 -4.996774  -0.09
C120 8.601866 1.303150 -3.770254  -0.25
O22 9.699896 1.791270 -3.749884  0.11
H104 6.783626 -2.430680 -0.399964  0.10
H105 9.073246 -1.336620 0.129776  0.10
H106 10.060656 0.256620 -1.590274  0.12
H107 5.455196 -1.655010 -2.051854  0.11
H108 4.785116 0.644100 -6.348434  0.11
H109 5.657826 1.652440 -8.193514  0.10
H110 8.071156 2.917840 -7.999154  0.10
H111 9.020656 3.148720 -5.670574  0.12
C121 -10.355544 3.066180 -2.181554  -0.07
C122 -10.067264 4.169760 -1.422544  -0.05
C123 -8.712614 4.608210 -1.445194  0.00
C124 -7.704704 3.911920 -2.134384  -0.07
C125 -8.099334 2.746340 -2.841964  -0.09
C126 -9.354494 2.328760 -2.787544  -0.05
C127 -7.017434 1.819750 -3.493634  -0.24
O23 -7.276534 0.990200 -4.355554  0.08
C128 -5.594974 2.242920 -3.318034  -0.07
C129 -4.571844 1.485070 -3.855674  -0.03
C130 -3.220394 1.764120 -3.646164  -0.03
C131 -2.903034 2.808160 -2.775454  -0.04
C132 -3.899164 3.569490 -2.165194  -0.03
C133 -5.215624 3.324280 -2.422664  -0.06
C134 -6.264114 4.368960 -1.960744  -0.21
O24 -5.998344 5.454240 -1.385174  0.07
H112 -11.364704 2.750580 -2.401554  0.11
H113 -10.697044 4.993010 -1.119164  0.11
H114 -8.510174 5.551400 -0.959594  0.11
H115 -9.628394 1.442380 -3.340454  0.12
H116 -4.717854 0.488580 -4.245674  0.11
H117 -2.692474 0.982270 -4.171904  0.10
H118 -1.907664 3.009220 -2.407744  0.09
H119 -3.645594 4.376950 -1.494294  0.11

Forces on atoms 1 to 3 (eV/Å):
C 0.0 -0.5 1.5
C -0.8 1.1 0.4
N 0.3 0.6 -0.7

Properties
Frontier orbital gap, eV: 7.13
HOMO energy, eV: -8.6

=====

2.
C13Cl4F5O4Sn | the ωB97M-V functional and the def2-TZVPD basis

Each line ends with the natural charge from an NBO analysis.
Positions of all 27 atoms, in Å:
Sn1 0.171885 -0.349858 -0.350861  1.58
Cl1 0.316225 5.424838 3.726065  0.19
C1 0.085617 3.861863 3.142952  0.00
C2 -0.185178 2.783911 4.147805  -0.01
Cl2 -0.164049 3.217583 5.777874  0.19
C3 -0.419336 1.502658 3.784484  -0.22
Cl3 -0.706668 0.238446 4.880941  0.14
C4 -0.377056 1.163536 2.378631  0.58
O1 -0.550517 0.043515 1.929255  -0.58
C5 -0.088246 2.275120 1.347646  0.48
O2 -0.093817 1.936086 0.172359  -0.57
C6 0.150459 3.616963 1.811052  -0.20
Cl4 0.479231 4.806194 0.641123  0.14
F1 6.646819 2.401941 1.674682  -0.27
C7 5.541819 1.844880 1.200639  0.28
C8 4.397598 1.790287 1.978719  0.27
F2 4.384985 2.300332 3.207762  -0.28
C9 3.256705 1.202733 1.467614  0.29
F3 2.146347 1.153303 2.249876  -0.35
C10 3.196311 0.665212 0.190624  0.20
O3 2.093357 0.106056 -0.324196  -0.95
C11 4.359730 0.732270 -0.574613  0.30
F4 4.357044 0.235019 -1.807252  -0.28
C12 5.516350 1.311942 -0.080237  0.29
F5 6.603903 1.360076 -0.835179  -0.27
O4 -4.035802 0.494080 0.019714  -0.44
C13 -3.046617 0.081315 -0.306278  0.48

Forces on atoms 1 to 3 (eV/Å):
Sn 0.0 0.0 -0.1
Cl 0.0 0.0 0.0
C 0.0 -0.1 0.0

Properties
Relative energy (zero: lowest compared OMol25 entry of this formula, charge and spin), eV: 0.000
Frontier orbital gap, eV: 5.26
HOMO energy, eV: -11.9
Net charge: +1

=====

3.
C13H10F5MoS6Se2 | the ωB97M-V functional and the def2-TZVPD basis

Each line ends with the natural charge from an NBO analysis.
Positions of all 37 atoms, in Å:
Mo1 -0.191524 0.204252 -0.580844  0.10
F1 -3.274974 1.577917 5.226921  -0.22
C1 -2.753908 0.902678 4.241775  0.35
C2 -2.359188 1.581746 3.082188  0.30
F2 -2.514413 2.881412 2.968155  -0.24
C3 -1.814875 0.825925 2.078194  0.30
F3 -1.430371 1.429138 0.884978  -0.28
C4 -1.635686 -0.544778 2.141077  -0.39
S1 -0.984129 -1.377766 0.750517  0.42
C5 -2.044865 -1.200579 3.300970  0.37
F4 -1.893621 -2.504127 3.403310  -0.25
C6 -2.597930 -0.478786 4.351160  0.35
F5 -2.971518 -1.089899 5.445984  -0.23
C7 2.235284 -0.359669 2.056289  -0.76
Se1 1.516688 1.206255 1.135305  0.63
C8 3.107923 1.734659 0.134859  -0.57
C9 3.537378 0.654395 -0.823909  -0.56
Se2 2.017759 0.203643 -1.974930  0.59
C10 2.670179 -1.490829 -2.696080  -0.73
H1 3.091671 -0.009013 2.629234  0.28
H2 2.515169 -1.143269 1.359811  0.24
H3 1.455671 -0.704567 2.730608  0.26
H4 3.878822 1.945820 0.877134  0.29
H5 2.848591 2.668625 -0.363452  0.27
H6 3.871463 -0.255847 -0.329953  0.25
H7 4.324344 1.008139 -1.491223  0.29
H8 3.681366 -1.280474 -3.038402  0.28
H9 2.045307 -1.763229 -3.539678  0.26
H10 2.660325 -2.251220 -1.921092  0.26
S2 -4.145027 -0.648972 -6.687915  0.54
C11 -3.264855 -0.488744 -5.381991  -0.67
S3 -2.213026 -1.757783 -4.722056  0.69
C12 -1.647050 -0.886701 -3.388034  -0.40
C13 -2.167858 0.481800 -3.239963  -0.36
S4 -1.722911 1.452243 -1.934084  0.27
S5 -3.232935 1.007117 -4.412849  0.75
S6 -0.597290 -1.529526 -2.272026  0.32

Forces on atoms 1 to 3 (eV/Å):
Mo 0.0 0.0 -0.1
F 0.0 0.0 0.0
C 0.0 0.0 0.0

Properties
Frontier orbital gap (alpha / beta), eV: 4.98 / 4.98
HOMO energy (alpha / beta), eV: -17.7 / -17.7
Net charge: +3

=====

Going through the records in order, we get E values of -7476.1985; -3350.4628; -8259.7731 a.u..
Going through the records in order, we get strongest force on any atom values of 0.118; 0.005; 0.002 Eh/bohr.